Entry from OMol25: a structure of composition C3H2FOSr (wB97M-V/def2-TZVPD).

Cartesian coordinates (Å):
C -1.855 0.209 0.034
C -1.584 -1.166 0.221
O -0.165 -1.134 0.157
C 0.182 0.124 0.155
F -2.646 0.910 0.870
H -1.873 0.587 -0.996
H -2.002 -1.934 -0.437
Sr 2.724 0.784 0.127

Results
- LUMO level (alpha / beta): -5.741 / -5.725 eV
- Total charge: +1

---

Entry from OMol25: a structure of composition C3H2FeO3 (wB97M-V/def2-TZVPD).

Cartesian coordinates (Å):
H -0.123 -1.106 -1.444
C 1.493 -1.115 1.637
C 1.094 -0.909 0.519
O 0.772 -0.553 -0.697
H 1.986 -1.239 2.583
C -0.711 0.742 -1.046
O -1.156 -0.146 -1.742
O -1.079 1.524 -0.221
Fe -2.275 2.800 0.412

Results
- 2S+1: 5
- LUMO level (alpha / beta): -10.228 / -12.944 eV
- Total charge: +2

---

Entry from OMol25: a cluster of 2 separate species, C3H2IN in total (wB97M-V/def2-TZVPD).

Cartesian coordinates (Å):
C 1.817 -1.091 -0.058
C -0.850 0.974 -0.304
C 0.043 -0.030 0.036
N 2.860 -1.466 0.189
I -2.805 0.648 0.439
H -0.796 1.652 -1.133
H -0.269 -0.687 0.832

Results
- LUMO level: -1.712 eV
- Total charge: 0

---

Entry from OMol25: an isolated molecule of C3H2IN (wB97M-V/def2-TZVPD).

Cartesian coordinates (Å):
C -0.879 -0.707 -0.021
C 0.325 -0.150 0.029
I 2.309 -1.042 0.016
C 0.494 1.288 0.136
N 0.615 2.405 -0.043
H -1.169 -1.695 -0.005
H -1.694 -0.098 -0.111

Results
- SMILES: C=C(I)C#N
- LUMO level: -0.228 eV
- Total charge: 0

---

Entry from OMol25: a structure of composition C3H2IN2 (wB97M-V/def2-TZVPD).

Cartesian coordinates (Å):
C 0.939 -1.229 1.739
C 0.198 0.352 0.767
C 0.757 -0.651 -0.198
N 0.331 -0.067 1.996
N 1.255 -1.767 0.662
I 2.543 -0.207 -1.151
H -0.600 1.195 0.490
H -0.315 -0.935 -0.990

Results
- LUMO level (alpha / beta): -8.537 / -8.536 eV
- Total charge: +1

---

Entry from OMol25: an isolated molecule of C3H2INO2 (wB97M-V/def2-TZVPD).

Cartesian coordinates (Å):
O 0.257 3.186 0.419
C 0.571 2.083 0.099
C -0.098 0.705 0.191
C 0.635 -0.189 -0.426
N 2.049 0.607 -0.867
I 3.736 -0.236 0.092
O 1.736 1.872 -0.585
H -1.013 0.672 0.627
H 0.450 -1.241 -0.679

Results
- SMILES: O=c1ccn(I)o1
- LUMO level: -1.102 eV
- Total charge: 0

---

Entry from OMol25: a structure of composition C3H2INOS (wB97M-V/def2-TZVPD).

Cartesian coordinates (Å):
C 0.246 1.041 0.939
C -1.053 0.560 0.813
C 0.460 -0.179 -0.874
N 1.011 0.567 -0.049
O -1.271 -0.195 -0.181
S 0.689 -1.004 -2.286
I 1.117 -3.262 -1.567
H 0.649 1.683 1.695
H -1.847 0.788 1.509

Results
- 2S+1: 3
- LUMO level (alpha / beta): 0.551 / -3.664 eV
- Total charge: 0

---

Entry from OMol25: a structure of composition C3H2INS2 (wB97M-V/def2-TZVPD).

Cartesian coordinates (Å):
C 0.936 0.122 0.186
C 1.703 1.698 2.032
C -0.450 0.132 2.130
N -0.214 -0.022 0.760
S -1.888 -0.309 2.764
S 0.893 0.689 3.119
I 3.688 2.051 2.514
H 0.921 0.093 -0.901
H -1.087 -0.284 0.277

Results
- LUMO level: -1.266 eV
- Total charge: 0

---

Entry from OMol25: a cluster of 2 separate species, C3H2IO3 in total (wB97M-V/def2-TZVPD).

Cartesian coordinates (Å):
C 1.310 -0.929 0.041
C -2.003 1.603 0.473
C 1.008 -0.188 -1.062
O -3.077 1.718 0.734
O 0.834 0.457 -2.003
O -0.887 1.320 0.260
I -0.710 -1.867 0.589
H 1.517 -0.321 1.086
H 2.008 -1.794 -0.118

Results
- LUMO level: -6.804 eV
- Total charge: +1

---

Entry from OMol25: a structure of composition C3H2IrO2 (wB97M-V/def2-TZVPD).

Cartesian coordinates (Å):
H -0.518 -4.308 0.204
O -0.198 3.268 -0.283
H 0.638 3.559 0.117
C -0.439 -3.233 0.165
C -0.083 -2.068 0.011
O 0.278 1.172 0.238
C -0.508 2.073 0.046
Ir 0.830 -0.463 -0.498

Results
- 2S+1: 6
- LUMO level (alpha / beta): -10.569 / -13.716 eV
- Total charge: +2

---

Table of maximum force (eV/Å), in record order: 4.61 6.59 6.58 2.74 4.98 5.12 3.47 1.81 5.55 4.51